Formula: C3H4O2S
Source: the OMol25 dataset
Level of theory: the ωB97M-V functional and the def2-TZVPD basis

Molar mass   104.13 g mol⁻¹
E_HOMO   -8.6 eV
Orbital gap   9.12 eV
Charge   0

Last columns: bonded neighbours and bond lengths (Å).
Cartesian coordinates (Å):
1 O -0.06 -1.89 -0.46  C2 1.319, H5 0.912
2 C 0.81 -0.96 -0.11  O1 1.319, C3 1.222
3 C 1.59 -0.03 0.02  C2 1.222, S4 1.663
4 S 2.78 1.12 0.15  C3 1.663, H6 1.448
5 H -0.37 -2.30 0.29  O1 0.912
6 H 3.84 0.44 0.87  S4 1.448
7 C -2.11 0.93 -0.17  O8 1.175, H9 1.101, H10 1.132
8 O -2.35 -0.09 0.36  C7 1.175
9 H -2.58 1.86 0.18  C7 1.101
10 H -1.53 0.93 -1.13  C7 1.132



Formula: C4H4Cl2F2
Source: the OMol25 dataset
Level of theory: the ωB97M-V functional and the def2-TZVPD basis

Molar mass   160.98 g mol⁻¹
E_HOMO (spin up / spin down)   -8.1 / -9.0 eV
Orbital gap (spin up / spin down)   7.56 / 8.42 eV
Charge   0

Last columns: bonded neighbours and bond lengths (Å).
Cartesian coordinates (Å):
1 C 0.76 0.50 -1.66  C2 1.341, H9 1.074, H10 1.075
2 C 1.10 -0.22 -0.58  C1 1.341, C3 1.413, H11 1.081
3 C 0.24 -1.18 0.00  C2 1.413, Cl7 1.688, H12 1.082
4 C -1.24 0.50 1.32  F5 1.343, F6 1.339, Cl8 1.730
5 F -2.45 0.50 0.74  C4 1.343
6 F -1.36 0.02 2.56  C4 1.339
7 Cl 0.77 -2.20 1.24  C3 1.688
8 Cl -0.45 2.03 1.22  C4 1.730
9 H 1.43 1.22 -2.09  C1 1.074
10 H -0.20 0.38 -2.13  C1 1.075
11 H 2.07 -0.08 -0.12  C2 1.081
12 H -0.67 -1.47 -0.50  C3 1.082



Here are the calculated ΔE to the lowest compared entry with this formula, charge and spin numbers, same order: 90.38 67.11 (kcal/mol).